[1]
{
  "formula": "C4H6ClNS",
  "method": "ωB97M-V/def2-TZVPD",
  "charge": 0,
  "lumo_ev": 0.47,
  "homo_energy_ev": -8.85,
  "de_lowest_kj_mol": 276.16,
  "symbols": ["C", "C", "C", "C", "H", "H", "H", "H", "H", "H", "N", "S", "Cl"],
  "xyz": [[-0.13332, 1.31762, 0.03249], [0.71147, 0.10080, 0.01966], [1.97579, 0.21845, 0.04738], [-0.01680, -1.14908, -0.02289], [-0.52270, 1.54368, 1.05692], [0.40198, 2.25045, -0.58657], [-1.23648, 1.14703, -0.60594], [2.40328, 1.30731, 0.23299], [0.47188, -2.15918, -0.30771], [-3.29887, -1.69355, -0.13443], [-1.23953, -1.43199, 0.02435], [-2.74801, -0.52940, 0.13807], [3.23132, -0.92213, 0.10568]],
  "lowdin_charge": [-0.110, -0.446, -0.598, -0.259, 0.082, 0.140, 0.074, 0.123, 0.141, -0.161, -0.343, 0.704, 0.653]
}

---

[2]
{
  "formula": "C4H6ClNS",
  "method": "ωB97M-V/def2-TZVPD",
  "charge": 0,
  "lumo_ev": [-1.31, -0.70],
  "homo_energy_ev": [-7.48, -8.33],
  "de_lowest_kj_mol": 532.09,
  "symbols": ["C", "C", "C", "C", "N", "S", "Cl", "H", "H", "H", "H", "H", "H"],
  "xyz": [[1.36113, -0.41500, -0.62601], [-0.64660, 1.00097, -0.74267], [-0.07293, -0.45708, -0.48331], [-0.59414, -0.86465, 0.93697], [1.77400, 1.23707, 0.59432], [0.70911, 2.17509, 0.08568], [2.39807, -1.65277, 0.02274], [-0.52482, 1.27791, -1.80227], [-1.67001, 1.36079, -0.39870], [-0.58829, -0.97685, -1.31505], [-0.06022, -0.16411, 1.57982], [-0.31075, -1.87035, 1.06842], [-1.77454, -0.65099, 1.08006]],
  "lowdin_charge": [-0.543, -0.324, -0.550, -0.091, -0.407, 0.817, 0.581, 0.062, 0.092, 0.148, 0.053, 0.034, 0.129]
}

---

[3]
{
  "formula": "C4H6ClNS2",
  "method": "ωB97M-V/def2-TZVPD",
  "charge": 0,
  "lumo_ev": -0.27,
  "homo_energy_ev": -8.99,
  "de_lowest_kj_mol": 95.82,
  "symbols": ["C", "C", "C", "C", "H", "H", "H", "H", "H", "H", "N", "S", "S", "Cl"],
  "xyz": [[-0.99716, 0.30276, 1.12432], [-1.22169, 0.54874, -0.33682], [-0.10674, -0.40002, 0.10164], [1.30073, 0.01943, -0.04963], [-2.48515, -1.05962, 1.39858], [-2.47327, 0.12283, 2.53658], [-0.52943, 1.15210, 1.65627], [-0.89571, 1.47744, -0.75917], [-0.32466, -1.46115, -0.03288], [1.68457, -2.28731, -0.17148], [-1.84677, -0.48782, 1.95513], [2.49237, -1.25177, -0.21430], [1.79754, 1.57644, -0.04866], [-2.61991, -0.14999, -1.12609]],
  "lowdin_charge": [-0.364, -0.629, -0.356, -1.151, 0.051, 0.105, 0.142, 0.073, 0.122, -0.141, 0.038, 0.796, 0.667, 0.645]
}

---

Repeat the second record exactly.
{
  "formula": "C4H6ClNS",
  "method": "ωB97M-V/def2-TZVPD",
  "charge": 0,
  "lumo_ev": [-1.31, -0.70],
  "homo_energy_ev": [-7.48, -8.33],
  "de_lowest_kj_mol": 532.09,
  "symbols": ["C", "C", "C", "C", "N", "S", "Cl", "H", "H", "H", "H", "H", "H"],
  "xyz": [[1.36113, -0.41500, -0.62601], [-0.64660, 1.00097, -0.74267], [-0.07293, -0.45708, -0.48331], [-0.59414, -0.86465, 0.93697], [1.77400, 1.23707, 0.59432], [0.70911, 2.17509, 0.08568], [2.39807, -1.65277, 0.02274], [-0.52482, 1.27791, -1.80227], [-1.67001, 1.36079, -0.39870], [-0.58829, -0.97685, -1.31505], [-0.06022, -0.16411, 1.57982], [-0.31075, -1.87035, 1.06842], [-1.77454, -0.65099, 1.08006]],
  "lowdin_charge": [-0.543, -0.324, -0.550, -0.091, -0.407, 0.817, 0.581, 0.062, 0.092, 0.148, 0.053, 0.034, 0.129]
}

---

Question: charge of number 1 (C4H6ClNS)?
Answer: 0